Record 1
Computed, not measured: a cluster of 2 separate species, CH2O3S in total in a non-equilibrium geometry, with ωB97M-V/def2-TZVPD.

Geometry as ORCA input:
```
! wB97M-V def2-TZVPD RIJCOSX def2/J DEFGRID3
* xyz 0 1
C -1.233 -0.046 -0.298
O 2.269 0.300 0.206
O -1.007 -1.179 0.165
O -0.633 1.027 0.022
S 2.420 -1.167 0.212
H -1.907 0.090 -1.088
H 0.092 0.975 0.780
*
```

Values from the calculation:
- E_LUMO (alpha / beta): -1.650 / -1.687 eV
- Calculated total energy: -663.1391 a.u.
- SMILES string: O=CO.O=S
- Gap between HOMO and LUMO (alpha / beta): 0.28809 / 0.28431 Eh
- Energy relative to the best compared isomer or geometry (same formula, charge and spin): 0.920 eV

Record 2
Computed, not measured: a structure of composition C38H53As2BrKN6OS2 in a non-equilibrium geometry, with ωB97M-V/def2-TZVPD.

Geometry as ORCA input:
```
! wB97M-V def2-TZVPD RIJCOSX def2/J DEFGRID3
* xyz -1 1
K 0.115 -0.955 -0.652
C -1.891 -0.922 -5.254
C -1.391 -0.625 -3.862
N -1.399 -1.514 -2.921
N -1.961 -2.685 -3.244
C -1.816 -3.722 -2.468
N -2.465 -4.832 -2.930
S -0.903 -3.929 -1.051
C -0.889 0.695 -3.557
C -0.838 1.700 -4.538
C -0.401 2.960 -4.193
C -0.014 3.203 -2.882
C -0.075 2.148 -1.986
N -0.493 0.939 -2.299
H -2.320 -1.921 -5.236
H -1.070 -0.902 -5.969
H -2.648 -0.203 -5.564
H -3.126 -4.700 -3.677
H -2.569 -5.621 -2.318
H -1.150 1.493 -5.550
H -0.358 3.749 -4.934
H 0.321 4.181 -2.573
H 0.230 2.291 -0.959
C -4.312 -1.334 -1.337
As -2.824 -0.305 -0.561
C -3.487 1.433 -1.204
C -3.564 -0.246 1.260
C -4.782 0.369 1.515
C -5.274 0.523 2.798
C -4.539 0.040 3.865
C -3.343 -0.612 3.622
C -2.837 -0.762 2.336
As -1.161 -1.724 2.016
C -1.848 -3.454 2.689
C -0.127 -1.284 3.628
H -5.271 -0.965 -0.964
H -4.222 -2.392 -1.091
H -4.282 -1.231 -2.422
H -4.577 1.511 -1.202
H -3.136 1.577 -2.227
H -3.074 2.229 -0.589
H -5.368 0.754 0.688
H -6.223 1.018 2.967
H -4.899 0.167 4.879
H -2.786 -1.006 4.466
H -2.335 -3.376 3.662
H -1.019 -4.161 2.763
H -2.563 -3.847 1.968
H -0.636 -1.503 4.567
H 0.141 -0.232 3.593
H 0.799 -1.865 3.590
C 5.226 4.254 2.562
C 4.143 4.753 1.592
C 3.566 6.052 2.166
C 4.790 5.070 0.236
C 3.089 3.666 1.418
C 3.448 2.400 0.969
C 2.492 1.423 0.862
Br 3.021 -0.313 0.229
C 1.113 1.553 1.188
O 0.335 0.555 1.037
C 0.771 2.865 1.654
C 1.749 3.844 1.728
C -0.635 3.298 2.074
C -1.624 2.144 2.172
C -0.605 3.971 3.460
C -1.189 4.290 1.036
H 5.985 5.022 2.716
H 5.715 3.363 2.179
H 4.777 4.012 3.523
H 4.366 6.779 2.301
H 3.104 5.869 3.134
H 2.829 6.486 1.494
H 5.579 5.813 0.361
H 4.046 5.467 -0.454
H 5.224 4.175 -0.204
H 4.466 2.170 0.693
H 1.441 4.820 2.060
H -1.343 1.458 2.968
H -1.645 1.581 1.243
H -2.626 2.519 2.387
H -0.112 3.319 4.178
H -1.626 4.150 3.795
H -0.090 4.926 3.450
H -1.288 3.809 0.063
H -0.541 5.156 0.919
H -2.174 4.637 1.353
C 1.512 -5.842 0.379
C 2.231 -5.871 -0.919
C 3.135 -6.842 -1.278
C 3.729 -6.742 -2.556
N 3.471 -5.758 -3.372
C 2.592 -4.801 -3.023
S 2.217 -3.548 -4.021
N 1.964 -4.891 -1.792
C 4.695 -7.780 -3.034
H 1.690 -6.751 0.945
H 0.447 -5.712 0.192
H 1.827 -4.980 0.967
H 3.370 -7.658 -0.615
H 1.175 -4.250 -1.604
H 4.503 -8.741 -2.562
H 5.710 -7.474 -2.788
H 4.619 -7.870 -4.113
*
```

Values from the calculation:
- E_LUMO: 2.267 eV
- Calculated total energy: -10325.5714 a.u.
- Gap between HOMO and LUMO: 0.24741 Eh
- Energy relative to the best compared isomer or geometry (same formula, charge and spin): 1.223 eV